Below is a molecular structure, C10H9ClF3O17V, with properties calculated with ωB97M-V/def2-TZVPD.

E_HOMO (spin up / spin down): -3.189 / -5.801 eV
Spin multiplicity: 4
HOMO-LUMO gap (spin up / spin down): 5.3 / 6.5 eV
Expectation value of S²: 3.774
Calculated total energy: -91678.10198 eV
Charge: -1
LUMO energy (spin up / spin down): 2.16 / 0.68 eV

Each line ends with the Mulliken spin population.
CARTESIAN COORDINATES (ANGSTROEM)
O 0.552000 0.147839 -0.626748  -0.139
V -0.956599 0.350445 -0.499799  2.040
C -3.092790 1.579773 0.395568  -0.028
O -1.955741 1.878706 0.816963  0.125
O -4.175862 2.023059 0.713009  0.564
O -3.157067 0.726445 -0.434162  0.323
Cl -1.338775 -2.810528 -1.956371  0.003
O -1.147653 -1.458992 -2.289481  0.002
O -1.760788 -3.449272 -3.184863  0.002
O -0.088106 -3.293767 -1.483788  0.000
O -2.252937 -2.817980 -0.837836  0.002
C -1.229698 4.660490 -4.140575  0.000
C -0.591981 3.631978 -4.942417  0.000
O -0.971089 2.472612 -4.264005  0.000
C -0.978910 2.744033 -2.986462  0.020
O -0.907745 1.909422 -2.085376  0.038
O -1.064807 4.058217 -2.855230  0.000
F 0.737059 3.658627 -4.938815  0.000
H -2.313455 4.754596 -4.209318  0.000
H -0.668822 5.595115 -4.138962  0.000
H -0.939352 3.663753 -5.975104  0.000
C 3.521900 -1.105363 1.659241  -0.001
C 3.324737 -2.127640 0.509540  0.000
O 4.526337 -1.998879 -0.227181  0.000
C 5.452238 -1.524676 0.622020  0.000
O 6.618184 -1.392571 0.400935  0.000
O 4.845800 -1.206610 1.828305  0.000
F 2.279018 -1.731942 -0.159170  0.002
H 3.194666 -1.407328 2.654144  0.000
H 3.242933 -0.100469 1.342272  0.000
H 3.125436 -3.094370 0.971943  0.000
C -1.877351 -1.988410 4.491863  0.001
C -0.630115 -1.084176 4.720652  0.000
O -0.495730 -0.471655 3.524767  -0.001
C -1.118698 -1.157315 2.562622  0.025
O -0.927756 -0.982846 1.362626  0.017
O -1.855718 -2.087929 3.102786  0.002
F 0.417844 -1.884771 5.085815  0.000
H -2.767930 -1.477570 4.857919  0.000
H -1.764554 -2.868933 5.124348  0.000
H -0.808120 -0.331114 5.488322  0.000

Force components x, y, z for each atom (eV/Å):
O 3.8 -0.1 -0.2
V -2.4 -0.1 0.1
C 3.3 1.7 2.1
O 0.9 1.0 1.3
O -3.7 2.3 1.8
O -1.2 -5.0 -5.0
Cl 0.3 -0.2 0.6
O 0.1 3.8 -0.9
O -0.5 -0.9 1.0
O 0.9 -1.5 0.0
O -1.0 -1.1 -0.5
C 0.1 1.0 2.2
C -1.4 -1.0 -2.1
O 0.1 -1.7 -2.3
C 0.1 -2.2 3.6
O -0.6 2.8 -2.7
O 0.1 0.9 2.1
F 1.5 0.6 0.0
H 0.2 0.3 -0.9
H -0.4 0.1 -0.1
H 0.0 -0.6 0.0
C -1.7 -0.9 -0.1
C -1.2 1.3 2.5
O -0.1 -0.4 0.2
C 0.6 0.6 0.9
O -0.7 -0.2 0.1
O 5.4 0.2 -0.8
F -0.9 -0.2 -1.7
H -1.3 0.2 -0.4
H -0.5 0.0 0.1
H 0.5 -0.6 -0.7
C 1.0 1.5 1.7
C -2.3 -0.6 1.7
O 1.6 1.4 -0.4
C 1.3 0.4 -4.2
O -1.0 -0.4 3.5
O -1.6 -2.0 -0.5
F 0.5 0.3 -0.3
H -0.2 0.1 -0.4
H 0.1 -0.6 -1.0
H 0.5 -0.1 0.1

Below is a molecular structure, C10H9F2HfN2O9, with properties calculated with ωB97M-V/def2-TZVPD.

E_HOMO: -13.486 eV
HOMO-LUMO gap: 9.9 eV
ΔE to the lowest compared entry with this formula, charge and spin: 1.488 eV
Calculated total energy: -38661.50915 eV
Charge: +1
LUMO energy: -3.63 eV

Each line ends with the Mulliken charge.
CARTESIAN COORDINATES (ANGSTROEM)
Hf 0.529410 -0.087938 -0.627459  1.688
O -1.001658 3.809801 -0.683715  -0.420
C -0.335596 2.714666 -0.847804  0.800
O 0.093069 1.999447 0.053666  -0.608
C -0.125448 2.344606 -2.302957  -0.491
O 0.653253 1.150854 -2.413784  -0.548
C 2.097607 1.347377 -2.565977  -0.461
C 2.819140 1.399167 -1.184045  0.568
O 3.725390 2.154304 -1.005331  -0.541
O 2.310165 0.532165 -0.331650  -0.692
H -1.173729 4.023148 0.247402  0.405
H 0.331740 3.183018 -2.828435  0.475
H -1.098922 2.140804 -2.751306  0.363
H 2.317608 2.250071 -3.129030  0.403
H 2.464939 0.478088 -3.111269  0.311
O -3.594177 -1.829944 2.852215  -0.483
C -2.468225 -2.460840 3.117673  0.490
O -2.404936 -3.460604 3.772278  -0.530
C -1.195578 -1.854720 2.587873  0.253
C 0.064787 -2.237002 3.021084  -0.396
N 0.966654 -1.580886 2.290892  -0.226
N 0.384794 -0.778568 1.394276  -0.011
C -0.943677 -0.943167 1.559639  0.175
C -1.893661 -0.200231 0.639611  1.003
O -2.981979 0.131355 1.038186  -0.696
O -1.401384 0.039702 -0.550500  -0.558
H -3.496002 -1.025823 2.308670  0.431
H 0.330512 -2.930812 3.802431  0.540
H 1.971243 -1.595703 2.376096  0.212
F -0.036270 -2.402542 -0.726974  -0.189
C 0.605082 -1.848839 -1.895689  -0.440
F 1.965270 -1.870458 -1.424477  -0.231
H 0.520588 -2.590500 -2.681606  0.403

Force components x, y, z for each atom (eV/Å):
Hf 0.5 -2.5 -0.7
O -0.1 0.2 -0.2
C 0.2 -0.1 0.0
O -0.1 0.7 -0.2
C -0.3 0.3 -0.1
O 0.3 0.9 -0.1
C 0.8 0.2 0.1
C 0.3 0.6 -0.7
O 0.0 -0.2 0.0
O 2.7 1.3 0.4
H 0.1 -0.1 0.2
H 0.1 -0.1 -0.1
H 0.0 0.0 0.0
H -0.2 0.0 -0.1
H -0.1 0.0 0.0
O -0.4 -0.2 0.1
C 0.4 0.2 0.1
O 0.0 0.0 0.0
C -0.1 0.1 -0.2
C -0.1 0.0 0.1
N 0.0 0.0 0.1
N -0.8 -0.2 0.9
C -0.2 -0.1 0.5
C -0.5 -0.1 0.6
O 0.0 -0.1 -0.2
O -2.8 0.2 0.4
H 0.2 0.1 0.0
H 0.0 0.0 0.0
H 0.1 0.0 0.0
F 0.0 0.0 -0.3
C 0.3 -0.9 -0.2
F -0.1 -0.2 -0.2
H -0.1 0.1 -0.1

Below is a single C10H9N molecule, with properties calculated with ωB97M-V/def2-TZVPD.

E_HOMO: -8.493 eV
SMILES string: c1ccc(-c2ccc[nH]2)cc1
HOMO-LUMO gap: 9.4 eV
ΔE to the lowest compared entry with this formula, charge and spin: 3.011 eV
Calculated total energy: -12003.18896 eV
LUMO energy: 0.96 eV

Each line ends with the Mulliken charge.
CARTESIAN COORDINATES (ANGSTROEM)
C 0.586161 2.598424 -1.780613  -0.134
C 0.691865 2.694801 -0.367504  -0.565
C 0.556510 1.562574 0.355129  -0.123
C 0.122913 0.321894 -0.284839  0.514
C -0.132813 -0.871117 0.625303  -0.501
C 0.573477 -1.975328 0.698185  -0.475
C -0.149572 -2.858797 1.652523  -0.530
C -1.275331 -2.194805 1.945476  -0.344
N -1.264298 -0.998075 1.331977  0.106
C 0.008601 0.289077 -1.603720  0.157
C 0.175544 1.356553 -2.437754  -0.523
H 1.003304 3.490726 -2.485240  0.214
H 1.068892 3.635672 0.043458  0.335
H 0.699271 1.569975 1.526845  0.242
H 1.523186 -2.458906 0.331504  0.320
H 0.100323 -3.759877 1.996548  0.564
H -2.035073 -2.608150 2.705770  0.292
H -1.835236 -0.311313 1.483096  0.091
H -0.441477 -0.839860 -2.080740  0.136
H 0.023753 1.356534 -3.655406  0.224

Force components x, y, z for each atom (eV/Å):
C 0.5 0.1 -2.7
C 1.1 0.9 -2.2
C -1.1 -2.4 2.5
C 1.1 1.4 5.0
C 0.7 3.1 -3.2
C 2.2 -5.4 1.9
C 0.1 4.0 -2.8
C -1.8 -2.0 2.9
N 2.4 -3.6 -0.3
C -2.8 -5.1 -4.0
C 1.0 3.8 -1.8
H -1.5 -2.1 1.9
H -0.3 -0.4 0.1
H -0.3 -0.1 -2.6
H -1.1 1.7 -0.2
H 1.1 -3.4 1.1
H 0.9 1.4 -1.5
H -4.2 4.7 1.0
H 1.6 3.5 1.3
H 0.5 -0.2 3.5

Below is a gas-phase ion, C10H9N2 (charge +1), with properties calculated with ωB97M-V/def2-TZVPD.

E_HOMO (spin up / spin down): -12.321 / -12.325 eV
HOMO-LUMO gap (spin up / spin down): 6.2 / 6.2 eV
ΔE to the lowest compared entry with this formula, charge and spin: 7.104 eV
Calculated total energy: -13483.00815 eV
Charge: +1
LUMO energy (spin up / spin down): -6.09 / -6.09 eV

Each line ends with the Mulliken charge.
CARTESIAN COORDINATES (ANGSTROEM)
C -3.018865 -0.726481 0.184623  -0.147
C -2.241490 -1.071344 1.283805  -0.713
C -2.482588 -0.169151 -1.013706  -0.737
C -0.890797 -0.895714 1.170145  -0.100
C -1.179941 0.007642 -1.091804  -0.117
C -0.346442 -0.436453 -0.001653  0.748
C 1.961575 -1.470270 -0.667994  -0.386
C 0.929193 -0.719609 -0.225258  -0.219
C 2.405282 1.149987 0.051184  0.597
C 2.025936 2.481670 0.407843  -1.013
N 3.180411 -0.956737 -0.684558  -0.959
N 3.051401 0.286629 -0.440101  0.481
H -4.061323 -0.805798 0.244251  0.446
H -2.677483 -1.511952 2.148430  0.437
H -3.239028 -0.170501 -1.825895  0.345
H -0.286551 -1.027547 2.072282  0.408
H -0.652892 0.243711 -1.999610  0.501
H 1.779420 -2.471863 -1.012311  0.442
H 1.843205 3.078896 -0.460403  0.318
H 2.870265 2.791692 0.928875  0.370
H 1.030702 2.393187 0.931853  0.299

Force components x, y, z for each atom (eV/Å):
C 1.3 0.6 0.1
C -0.6 0.0 -1.1
C -3.6 -1.3 0.3
C -0.3 0.1 2.8
C 2.3 -0.6 -0.4
C -0.9 1.7 -1.5
C -1.1 1.1 0.2
C 1.6 -2.1 -0.4
C 1.5 -1.3 -1.2
C -2.7 -1.0 -0.4
N 2.0 -0.4 -1.0
N -1.4 1.0 1.4
H -1.4 -0.4 0.1
H -0.3 -0.1 0.6
H 1.0 0.8 0.3
H 0.2 -0.3 -0.6
H -0.1 0.3 -0.3
H 0.0 -0.4 0.1
H 0.1 0.5 -0.6
H 1.0 1.3 1.6
H 1.3 0.5 0.1

> What is the calculated total energy in the third record?

-12003.18896 eV